C48H130N10O17V | ωB97M-V/def2-TZVPD

charge = -1
LUMO = 0.0141 Eh

The geometry in XYZ format:
```
206
Properties=species:S:1:pos:R:3:forces:R:3
O 23.5082 -1.4034 -8.9624 0.441 0.136 0.465
V 22.4839 -2.4213 -9.5237 -2.783 -0.420 -1.240
O 21.8115 -1.6681 -10.7917 1.012 -1.472 1.987
O 19.9780 -3.5531 -7.5342 0.144 -0.940 0.333
C 19.5755 -4.9146 -7.6933 1.256 2.641 -1.155
C 20.7667 -5.9695 -7.6291 0.081 0.274 -2.437
O 21.8835 -5.7617 -8.4642 -0.554 0.897 1.276
H 19.0129 -4.8619 -8.6254 0.165 -0.966 -0.783
H 18.8018 -5.2144 -6.9865 0.140 -0.048 0.925
H 20.3606 -6.8948 -8.0377 -0.847 -0.504 0.054
H 20.8505 -6.1744 -6.5618 1.082 0.362 0.578
C 15.9677 -2.6613 -21.9056 0.181 0.470 0.168
O 16.8377 -2.2331 -20.8153 0.039 -0.885 -0.696
C 17.6462 -3.3664 -20.3761 -0.867 -0.498 0.818
C 18.4567 -3.1795 -19.0793 -0.110 1.531 -0.547
N 19.3698 -4.2753 -18.8063 0.708 0.282 0.010
C 20.4036 -4.0586 -17.7539 -0.995 -0.640 0.017
C 20.6293 -5.4238 -17.0820 0.692 0.949 1.065
O 19.5740 -5.8274 -16.1886 0.574 -0.273 -0.642
C 19.5669 -5.1634 -14.9139 -0.305 -0.606 -0.697
H 15.0672 -3.1935 -21.5991 0.413 -0.764 0.604
H 16.5184 -3.1913 -22.6828 0.128 -0.417 0.258
H 15.4742 -1.8633 -22.4603 0.695 0.960 0.456
H 18.3468 -3.7113 -21.1365 -0.225 0.008 -0.306
H 16.9367 -4.1364 -20.0731 -0.130 -0.584 -0.718
H 17.7750 -2.9823 -18.2519 -0.170 0.081 0.181
H 18.9951 -2.2515 -19.2716 0.513 0.041 0.431
H 18.8628 -5.0869 -18.4831 -0.347 -0.008 -0.136
H 20.1047 -3.3408 -16.9900 -0.505 0.059 0.230
H 21.3479 -3.6267 -18.0853 0.041 -0.337 -0.710
H 21.5579 -5.3485 -16.5162 0.156 0.076 0.359
H 20.8742 -6.1849 -17.8228 -0.788 -0.234 -0.057
H 19.0846 -4.1982 -15.0685 0.384 0.262 0.546
H 20.5504 -5.1593 -14.4438 0.247 0.541 -0.303
H 18.9740 -5.7638 -14.2239 -0.326 -0.017 -0.298
C 28.0844 -4.8267 -11.2077 0.216 0.674 0.587
C 27.2849 -3.5101 -10.8861 -0.616 -1.300 0.674
C 27.9553 -2.1966 -11.3229 1.611 0.059 0.081
O 29.1445 -1.8958 -10.5102 -0.535 -0.623 -0.338
C 29.8746 -0.7471 -10.9756 -0.978 -1.108 0.602
N 25.9437 -3.7157 -11.4405 -0.343 0.821 -1.078
H 28.1861 -4.9124 -12.2896 0.588 0.389 -0.134
H 27.5865 -5.7710 -10.9877 -0.716 0.351 0.531
H 29.0219 -4.9162 -10.6589 0.340 0.327 -0.432
H 26.9868 -3.3883 -9.8447 1.002 -0.190 0.472
H 27.3187 -1.3121 -11.3035 -0.502 -0.265 0.129
H 28.3463 -2.3109 -12.3339 -0.212 -0.033 -0.450
H 30.8208 -0.7224 -10.4350 -0.116 -0.014 0.030
H 29.2652 0.1177 -10.7128 0.246 0.439 -0.395
H 30.0760 -0.8434 -12.0425 -0.054 0.283 -0.162
H 26.0401 -4.0370 -12.3932 -0.138 0.163 -0.454
H 25.4975 -4.5039 -10.9936 0.079 -0.022 0.421
C 25.0163 -12.5623 0.6256 0.134 0.609 -0.105
C 25.9571 -11.3695 0.3072 -0.845 -0.145 0.299
C 25.2420 -9.9904 0.3378 0.211 -1.599 0.542
O 24.2688 -9.9885 -0.6625 0.094 1.243 -0.571
C 23.8859 -8.6677 -1.0389 0.205 0.010 -0.437
N 27.0472 -11.3818 1.2724 0.660 0.380 -0.086
H 25.5417 -13.5058 0.4777 0.063 0.086 -0.122
H 24.1125 -12.5489 0.0164 0.055 0.029 -0.071
H 24.7209 -12.5410 1.6745 -0.041 0.155 0.098
H 26.3726 -11.5406 -0.6859 0.000 0.161 -0.088
H 25.9520 -9.1634 0.3306 0.301 0.106 -0.863
H 24.8079 -9.8748 1.3309 -0.538 -0.152 0.392
H 23.1661 -8.2438 -0.3386 -0.276 -0.057 -0.131
H 23.5535 -8.6641 -2.0770 -0.685 -0.384 0.215
H 24.7134 -7.9623 -1.1139 0.539 -0.151 0.491
H 27.8294 -10.9138 0.8373 0.455 -0.174 -0.189
H 26.8377 -10.7250 2.0105 -0.354 -0.128 0.567
C 23.0811 -13.8443 -4.3564 0.259 1.246 0.761
C 23.1159 -12.4578 -5.1491 0.306 -1.924 -0.433
C 21.8373 -11.6620 -4.8907 0.522 -0.641 -1.266
O 20.7864 -12.4882 -5.3100 0.364 -1.175 -0.471
C 19.4949 -11.9608 -5.3519 0.507 0.461 0.521
N 24.3165 -11.6423 -4.9256 -0.589 -1.240 0.831
H 24.0445 -14.3445 -4.2579 0.215 0.265 -0.463
H 22.3588 -14.5828 -4.7042 -0.031 0.418 -0.494
H 22.7868 -13.6526 -3.3245 -0.101 0.151 0.281
H 23.1854 -12.8357 -6.1692 -0.447 0.598 -0.391
H 21.8651 -10.7701 -5.5167 -0.040 0.392 0.048
H 21.8457 -11.3727 -3.8398 -0.505 0.018 0.380
H 19.4632 -11.0641 -5.9709 -0.075 0.379 0.156
H 19.2960 -11.7657 -4.2982 -1.107 0.417 -0.082
H 18.8068 -12.6705 -5.8111 0.158 -0.218 0.331
H 24.2034 -11.3869 -3.9549 0.678 0.725 0.244
H 24.3085 -10.8222 -5.5151 -0.079 0.179 0.067
C 14.3141 -7.6984 -5.0918 1.445 0.241 0.056
C 13.1192 -8.6180 -4.9938 0.840 0.259 -0.189
C 13.2372 -9.5434 -3.7767 0.539 -0.732 -0.834
O 14.0112 -10.7112 -4.1514 -0.745 0.878 -0.343
C 14.1908 -11.6259 -3.1201 0.098 -0.453 0.589
N 11.9911 -7.7602 -4.9512 -1.335 1.106 0.919
H 14.4871 -7.0766 -4.2134 -0.830 0.006 0.638
H 14.2741 -6.9390 -5.8727 -0.072 -0.519 -0.452
H 15.2749 -8.2128 -5.0723 -0.038 -0.355 -0.743
H 12.8675 -9.1458 -5.9136 1.137 -0.869 0.036
H 12.2064 -9.7243 -3.4719 -0.151 -0.929 0.133
H 13.7154 -9.0714 -2.9184 0.214 0.338 0.023
H 14.7263 -11.1829 -2.2804 -0.175 0.220 0.356
H 14.8049 -12.4805 -3.4038 0.081 0.213 -0.655
H 13.2449 -12.0629 -2.7999 -0.253 0.146 0.303
H 11.1753 -8.2947 -4.6885 -0.393 0.080 -0.032
H 12.1512 -7.0837 -4.2185 -0.338 0.382 0.187
C 23.2533 -11.2131 -13.4008 -1.278 -0.025 -0.023
C 22.5123 -10.0869 -12.6455 0.699 -1.530 -1.349
C 21.5401 -10.6211 -11.5879 -1.166 -0.680 -0.514
O 20.5450 -11.5017 -12.1763 0.922 0.200 -0.194
C 19.6118 -11.9398 -11.2115 0.377 0.476 -0.249
N 23.4900 -9.1580 -12.1059 -1.181 0.265 0.536
H 23.8116 -11.8264 -12.6935 0.236 0.016 -0.077
H 23.8683 -10.8617 -14.2293 0.242 0.303 0.371
H 22.5019 -11.8453 -13.8738 -0.017 -0.250 0.125
H 21.9057 -9.5312 -13.3605 -0.069 0.019 -0.132
H 20.9622 -9.8031 -11.1577 0.192 0.471 0.193
H 22.0170 -11.1451 -10.7597 0.438 -0.125 0.049
H 19.1144 -11.0595 -10.8045 -0.321 -0.023 0.286
H 20.1278 -12.4649 -10.4077 -0.086 -0.185 0.206
H 18.8832 -12.5926 -11.6923 0.122 0.042 -0.014
H 22.8630 -8.7871 -11.4064 0.779 1.442 0.754
H 24.2129 -9.6326 -11.5840 0.119 -0.343 0.070
C 10.1213 -3.1704 -10.1011 -0.106 0.793 0.990
C 11.1266 -2.0932 -9.6503 -0.560 -0.162 -1.145
C 12.1952 -2.5699 -8.6824 -0.019 1.990 -0.351
O 12.9819 -1.3938 -8.4300 0.063 -1.367 1.355
C 14.0341 -1.6539 -7.4699 0.454 0.623 -1.665
N 11.6920 -1.4878 -10.8563 0.700 -0.169 -0.765
H 10.5015 -3.8606 -10.8542 0.261 -0.041 0.208
H 9.3237 -2.5840 -10.5573 -0.342 -0.396 -0.044
H 9.7473 -3.6937 -9.2211 -0.285 -0.314 -0.179
H 10.6023 -1.2420 -9.2160 -0.213 -0.290 0.573
H 12.7571 -3.3782 -9.1504 0.363 -0.216 0.187
H 11.7633 -2.8401 -7.7188 -0.221 -0.628 -0.112
H 13.8958 -2.3158 -6.6150 -1.033 0.029 0.062
H 14.3489 -0.6632 -7.1419 0.164 -0.210 0.091
H 14.8205 -2.1288 -8.0565 0.499 0.111 0.183
H 10.9532 -1.2310 -11.4953 -0.704 0.767 0.391
H 12.0424 -2.2232 -11.4533 0.980 -0.548 0.192
C 17.8090 -2.8538 -0.6850 -0.756 -0.814 -0.083
C 18.6591 -3.1698 -1.9037 0.754 1.254 0.895
C 19.1127 -4.6070 -1.9733 -0.299 -0.914 0.681
O 17.9715 -5.4344 -1.9990 -0.933 0.438 -0.471
C 18.2916 -6.7767 -2.0691 0.905 -0.604 0.984
N 17.9392 -2.7598 -3.0882 0.390 -0.350 0.086
H 16.9422 -3.5072 -0.7846 -0.059 -0.422 0.467
H 17.3155 -1.8819 -0.6824 0.769 0.349 -0.164
H 18.3259 -3.0587 0.2525 -0.115 0.066 0.032
H 19.5682 -2.5713 -1.8447 0.229 0.132 -0.054
H 19.6851 -4.9242 -1.1016 0.362 0.318 0.428
H 19.7380 -4.8553 -2.8309 0.105 0.427 -0.424
H 18.8714 -7.0538 -1.1887 0.066 -0.106 0.672
H 19.0261 -7.0045 -2.8416 -0.529 -0.121 -0.838
H 17.4002 -7.4024 -2.0246 0.012 0.183 -0.607
H 17.1865 -3.4331 -3.1027 -0.527 -0.045 -0.626
H 18.5941 -3.0598 -3.7962 -0.364 0.229 -1.076
C 21.4762 2.9356 -5.3715 -0.611 -0.180 -0.552
C 20.2935 2.4726 -4.5059 1.180 -0.203 1.143
C 19.7673 3.6076 -3.6215 0.094 -0.097 -1.344
O 20.7986 4.1135 -2.7996 -0.636 -0.122 -0.002
C 20.4528 5.3976 -2.3387 0.982 0.219 0.353
N 19.2567 1.8732 -5.3396 -0.339 0.444 0.032
H 21.8214 2.0603 -5.9218 0.098 0.064 -0.202
H 22.3530 3.3985 -4.9187 -0.352 -0.182 0.610
H 21.0799 3.6558 -6.0872 0.022 0.013 -0.252
H 20.6619 1.7066 -3.8235 0.321 -0.093 0.326
H 18.8824 3.3337 -3.0469 -0.048 -0.272 0.281
H 19.4469 4.3726 -4.3288 -0.175 0.449 -0.077
H 21.2026 5.6613 -1.5928 -0.086 0.006 0.147
H 19.4656 5.4705 -1.8823 -0.188 -0.221 -0.028
H 20.5481 6.1421 -3.1291 -0.238 0.056 -0.289
H 18.5025 1.5796 -4.7354 -0.357 0.114 0.145
H 19.5877 0.9893 -5.6991 0.310 -0.046 -0.329
C 18.2045 3.0412 -10.2530 0.874 -0.105 0.268
C 16.9745 2.2920 -10.6316 -0.757 -0.278 -1.203
C 17.2953 0.9201 -11.2365 -1.723 -0.259 0.484
O 16.0076 0.2281 -11.4898 3.154 -0.137 0.048
C 16.3134 -1.1387 -11.8278 -2.580 0.283 -0.712
N 16.1095 2.1343 -9.4835 0.038 -0.083 1.011
H 18.8703 3.2428 -11.0922 0.124 0.039 0.073
H 18.6919 2.3946 -9.5234 0.610 0.020 -0.028
H 18.0009 3.9547 -9.6942 -0.205 0.199 -0.325
H 16.4209 2.7843 -11.4311 -0.199 0.367 0.061
H 17.8623 0.3006 -10.5416 0.147 -0.007 0.216
H 17.8875 1.0291 -12.1451 -0.078 -0.009 -0.251
H 17.0412 -1.7079 -11.2496 0.145 0.539 0.227
H 16.4287 -1.2818 -12.9021 0.994 0.362 -0.254
H 15.3220 -1.5839 -11.7439 0.016 -0.540 0.634
H 15.9768 3.0264 -9.0289 -0.665 0.850 -0.596
H 16.7460 1.8212 -8.7646 0.156 -1.247 0.414
C 15.2225 -7.3996 -11.0874 0.620 0.293 0.462
C 13.8637 -7.9300 -11.4554 0.761 -0.159 0.925
O 13.8753 -8.3173 -12.7909 -0.779 -0.234 -1.269
H 15.2575 -6.9632 -10.0892 -0.134 0.301 -0.085
H 15.5597 -6.6891 -11.8422 -0.119 0.349 0.179
H 16.0013 -8.1615 -11.0538 -0.156 -0.427 -0.151
H 13.0926 -7.1825 -11.2691 -0.061 0.086 -0.367
H 13.6300 -8.7811 -10.8158 -0.163 -0.198 0.141
H 14.7632 -8.5562 -13.0667 0.042 0.005 0.179
C 28.4986 -8.4659 -6.3253 -0.483 0.192 -0.182
C 27.2738 -7.5083 -6.4083 0.243 -0.413 -0.363
O 26.2786 -8.1456 -7.2316 0.693 0.032 0.249
H 28.8231 -8.7036 -7.3384 -0.123 0.218 -0.186
H 28.3183 -9.4448 -5.8811 -0.444 0.180 0.275
H 29.3725 -8.0396 -5.8326 -0.215 0.284 0.173
H 27.6132 -6.5590 -6.8227 0.130 0.004 -0.609
H 26.8097 -7.1643 -5.4840 0.194 -0.672 0.569
H 25.5497 -7.5433 -7.3974 -0.099 0.190 0.054
```
Positions in Å, forces in eV/Å.